# 1
Density functional theory data (ωB97M-V with the def2-TZVPD basis set) for a cluster of 14 separate species, C23H74O18 in total in a non-equilibrium geometry.

CARTESIAN COORDINATES (ANGSTROEM)
O (-0.1680, -1.2765, 3.9729)
H (-2.0904, -4.3135, -1.0612)
C (4.5970, 0.3813, 4.2741)
H (3.4395, 1.7888, 5.4027)
H (-0.1656, 0.5007, 4.7323)
H (2.9528, -2.4421, 3.4567)
H (-5.5937, 4.0564, -0.9586)
H (0.4568, -0.3332, 0.2632)
H (-4.4401, 4.0475, 1.1058)
H (-1.2484, 2.1849, -2.8534)
H (2.7548, 0.2494, -0.1932)
H (-0.0197, 3.4053, 2.5119)
H (3.6715, -2.2690, 0.4774)
H (4.8382, -3.0891, -2.2352)
H (-6.4368, 0.3064, -3.2504)
O (-4.4970, -2.2736, -1.2912)
H (-5.2600, -1.6892, -1.3636)
H (-1.8482, 5.5562, -1.0209)
H (4.9763, -1.0932, 0.8493)
H (6.4197, -2.1592, -0.7416)
H (-0.5192, 1.8848, 0.0984)
H (-3.2000, -0.2093, -4.6811)
O (-1.2956, 0.7922, -1.4627)
H (-5.1195, 0.3140, -5.8678)
H (2.6112, 2.8181, 0.4882)
C (2.0879, -1.4172, -5.8392)
H (1.8878, -2.2887, -6.4658)
C (5.5238, -2.7079, -0.4196)
H (-1.6596, -4.7011, 2.7933)
O (1.5326, -3.5350, 2.4989)
H (-0.8041, 3.2427, 4.8915)
H (5.2012, 2.0049, 5.5678)
H (1.8755, 4.0929, 0.0963)
H (-0.4434, -1.4019, -6.7111)
O (2.4691, 3.7351, 0.7615)
C (-1.5721, -4.9117, 1.7217)
H (2.3707, -1.6322, -4.8115)
C (-0.1882, 1.3828, -0.8219)
H (0.7352, -2.8549, 4.8873)
H (3.4067, -1.3943, -1.5506)
C (-4.7188, 4.1647, -1.6010)
C (4.3986, 1.2734, 5.4847)
H (-2.7158, 1.9020, 4.7837)
C (-3.4925, 4.1674, 0.5792)
H (-2.7770, -3.3166, 1.0000)
O (-2.4470, 4.9585, -1.4765)
H (-4.1170, -1.2784, -3.7101)
H (1.9134, -1.5118, 2.3971)
H (-1.7313, 0.2597, -0.7778)
O (-5.7359, 0.5998, -2.6615)
O (-0.2598, 1.3481, 5.1878)
H (6.0883, -0.6885, 3.5528)
H (-3.7060, 0.9646, -2.6784)
H (-2.6252, 2.7381, 3.2351)
H (2.2392, -3.2567, -1.6050)
H (5.5760, 1.6373, 2.7926)
C (-4.5175, 0.8038, -3.3875)
H (-2.2995, 1.0071, 3.3617)
H (-3.3205, -0.6237, 0.9958)
H (1.5069, 0.6095, -6.3969)
H (-2.7861, 4.6726, 1.2429)
H (5.9319, -3.3558, 0.3577)
H (4.3905, 0.5961, 2.0723)
O (3.9766, -0.8794, -0.9612)
H (1.1174, -0.1825, -1.3911)
H (4.3103, 0.7077, 6.4133)
H (1.3682, -4.1794, 3.1958)
H (-0.3262, 0.9269, -4.8019)
H (3.0125, -1.1088, -6.3429)
H (-2.3652, -5.6437, 1.5670)
C (4.5130, -1.6934, 0.0697)
H (1.2313, 2.7134, 3.4278)
O (2.0935, 0.9401, -0.0338)
H (-3.9585, 5.9202, -0.5885)
O (2.0863, -2.5461, -2.2397)
H (-3.7978, -1.7197, -0.9209)
O (-0.9142, -2.5899, 1.5500)
C (-2.1503, 1.9732, 3.8498)
C (0.8746, 0.3639, -0.4738)
C (1.0570, -0.3194, -6.0477)
H (-0.2289, -0.8209, -4.3907)
H (-1.1898, -2.7717, -0.9024)
H (-1.9153, -1.2021, 0.7315)
H (-4.9965, 4.7644, -2.4641)
C (-4.2235, -0.3828, -4.3220)
H (-0.0509, -3.0084, 1.7301)
H (3.8258, -0.3960, 4.2450)
O (-2.6596, -0.7434, 0.3053)
C (4.5983, 1.1862, 2.9687)
H (-2.0184, 3.4806, -2.6060)
H (-4.6803, 1.7481, -3.9174)
H (1.3068, -2.8199, -2.7335)
C (0.1900, 2.5403, 3.1430)
O (-5.1855, -0.4877, -5.3398)
H (1.0422, 0.3500, -3.9670)
C (-3.6617, 4.8775, -0.7470)
H (-0.6027, -5.3947, 1.5885)
O (5.8505, -0.2837, 4.3906)
C (1.0166, -1.9576, 4.3188)
C (-1.7251, -3.5908, 0.9347)
H (1.5964, -1.4093, 5.0639)
H (0.1900, 2.2080, -1.4290)
C (-1.3130, -3.7827, -0.5104)
H (-4.3557, 3.1593, -1.8098)
H (0.1958, 1.6512, 2.5035)
C (1.9139, -2.3097, 3.1412)
O (-1.5679, 2.9759, -3.2990)
C (-0.7266, 2.3222, 4.3067)
H (3.8460, 1.9768, 2.9442)
H (-3.0839, 3.1561, 0.4885)
O (5.0462, -3.5712, -1.4287)
O (0.0751, -0.6535, -7.0224)
H (-0.5772, -1.5713, 3.1496)
H (-0.4177, -4.4000, -0.5961)
C (0.3247, 0.0550, -4.7399)

Properties
* gap between HOMO and LUMO: 0.3612 Eh
* charge: 0
* 2S+1: 1
* highest occupied orbital energy: -9.86 eV
* E: -2274.95436 a.u.

---

# 2
Density functional theory data (ωB97M-V with the def2-TZVPD basis set) for a structure of composition C14H17N4O5S2Sc.

CARTESIAN COORDINATES (ANGSTROEM)
N (0.5395, -1.8610, -0.2066)
H (-5.9620, 1.2647, -2.0302)
C (1.6607, -3.8432, 0.5218)
C (0.0770, 3.1580, 0.4521)
H (3.1213, 1.4592, 1.9635)
H (-0.5373, -2.0598, -3.4153)
C (-0.2544, -0.4358, 2.9306)
C (1.5648, -4.3902, -0.7450)
O (-0.9864, -0.3810, 1.8529)
H (1.5490, 1.4696, -1.3392)
C (-2.8079, 0.6331, -2.2118)
H (1.9677, -5.3717, -0.9534)
C (-5.2370, 2.0434, -2.2577)
S (-3.9084, 1.4632, -3.3102)
O (1.6060, 0.6050, -0.9238)
H (-5.7288, 2.8361, -2.8216)
C (1.1282, -2.5774, 0.7444)
O (-0.4438, -1.1792, 3.8661)
H (3.6146, 0.8229, -0.4389)
O (-0.5066, 2.2829, -0.3147)
H (0.9530, 1.1244, 3.8222)
C (0.9200, -3.6723, -1.7396)
S (-3.1056, 0.5550, -0.5189)
C (-0.3987, -1.6706, -2.4090)
H (1.1693, -2.1324, 1.7291)
C (0.9585, 0.5130, 2.9095)
H (2.7128, -0.4494, 0.3876)
C (2.6596, 0.5844, 0.0415)
N (-1.8535, 0.0274, -2.8842)
H (0.7968, -4.0771, -2.7328)
O (0.4960, 4.2409, 0.1041)
H (2.1257, -4.3742, 1.3384)
N (1.0081, 1.3255, 1.7058)
N (-1.0078, -0.6180, -2.0040)
H (0.8626, 3.3163, 2.4748)
H (2.4242, 2.5748, 0.8017)
C (0.4070, -2.4158, -1.4282)
H (-4.8543, 2.4658, -1.3343)
H (1.8560, -0.1120, 2.9652)
C (0.2935, 2.6039, 1.8609)
C (2.3625, 1.5480, 1.1756)
H (-0.6742, 2.4023, 2.3336)
Sc (-0.5679, 0.3015, 0.0382)

Properties
* gap between HOMO and LUMO: 0.2611 Eh
* charge: 0
* ΔE to the lowest compared entry with this formula, charge and spin: 0.437 eV
* 2S+1: 1
* highest occupied orbital energy: -8.19 eV
* E: -2696.21375 a.u.

---

# 3
Density functional theory data (ωB97M-V with the def2-TZVPD basis set) for a structure of composition C5H10O2.

CARTESIAN COORDINATES (ANGSTROEM)
H (0.4665, -1.0135, -1.8495)
H (1.2513, -2.5117, 0.5907)
C (0.0353, -1.5811, -1.0382)
H (-1.2302, 0.5826, 0.5429)
C (-1.0061, 1.5474, 0.0611)
H (-1.9715, -2.6209, -1.3064)
H (-1.0504, 2.3394, 0.8232)
O (0.2406, 1.5219, -0.5936)
H (0.4109, -0.9988, 1.0811)
H (1.2762, 2.9333, 0.5163)
C (1.3115, 1.8663, 0.2446)
C (-1.0727, -2.2841, -0.7993)
H (2.2337, 1.6773, -0.3096)
C (0.3996, -1.8540, 0.3977)
H (1.3330, 1.2726, 1.1741)
O (-0.8527, -2.5994, 0.5303)
H (-1.7709, 1.7389, -0.6961)

Properties
* gap between HOMO and LUMO: 0.3604 Eh
* charge: 0
* ΔE to the lowest compared entry with this formula, charge and spin: 4.011 eV
* 2S+1: 1
* highest occupied orbital energy: -8.82 eV
* E: -346.87802 a.u.

---

# 4
Density functional theory data (ωB97M-V with the def2-TZVPD basis set) for a structure of composition C26H21N7OPtSSe in a non-equilibrium geometry.

CARTESIAN COORDINATES (ANGSTROEM)
H (-3.6142, 4.4705, -0.5514)
H (0.7139, 1.1133, 2.8825)
N (-3.0127, -5.1890, 2.6959)
S (-1.7681, 3.1424, 0.1099)
C (-0.9121, -1.6548, 2.1985)
C (-1.2165, -2.1239, 3.4975)
C (10.4771, -0.5801, -3.0503)
C (-3.1451, 3.5876, -0.9792)
C (7.9139, 0.4749, -3.4070)
C (-2.3693, -4.0778, 2.4297)
N (7.0344, -0.6709, -1.6925)
H (1.6459, 1.4695, -2.1833)
C (3.0489, -0.7769, -0.2580)
N (6.5902, 0.8078, -3.2787)
N (-1.0183, -1.8712, -0.1911)
C (2.4320, 0.8411, -1.7769)
C (-0.1085, -0.1938, 4.3898)
O (-1.0309, 2.0122, -0.6180)
H (-2.7938, 3.7989, -1.9847)
C (-1.4002, -2.4863, -1.3016)
C (4.7170, 0.0899, -1.7654)
C (-0.8027, -1.3685, 4.6024)
H (11.0224, 0.6734, -4.7014)
Se (-3.1632, -5.4231, 4.4274)
C (3.7132, 0.9151, -2.2918)
H (0.2276, 0.4159, 5.2148)
H (11.4728, -0.9897, -2.9608)
H (-2.4177, -4.1429, -2.2076)
C (-0.6855, 4.5763, -0.1621)
C (4.3547, -0.7617, -0.7103)
H (-3.0358, -5.1479, 0.0109)
H (0.2723, 4.3977, 0.3176)
C (-2.1262, -3.6755, -1.2786)
N (2.0998, 0.0071, -0.7851)
Pt (0.0042, 0.0933, -0.1021)
C (6.0856, 0.0778, -2.2489)
C (10.2236, 0.3824, -4.0312)
C (-2.0662, -3.5835, 1.1166)
C (-1.3326, -2.3796, 1.0147)
H (8.8505, 1.8588, -4.7799)
H (-1.1488, 5.4458, 0.2949)
C (8.1636, -0.4976, -2.3782)
C (-2.4660, -4.2312, -0.0610)
H (-1.1266, -2.0268, -2.2449)
C (-1.9487, -3.3528, 3.6112)
H (-0.5499, 4.7421, -1.2265)
H (-3.8763, 2.7846, -1.0028)
H (-1.0355, -1.7229, 5.5983)
H (2.7623, -1.4446, 0.5444)
H (9.5957, -1.9403, -1.6413)
H (3.9078, 1.6176, -3.0865)
N (-0.2313, -0.5067, 2.0347)
H (6.0970, 1.4442, -3.8916)
C (8.9618, 0.9738, -4.1619)
H (5.1026, -1.3975, -0.2613)
C (0.1618, 0.2021, 3.0818)
N (-2.2885, -3.9341, 4.7368)
C (9.4511, -1.0640, -2.2602)

Properties
* gap between HOMO and LUMO (spin up / spin down): 0.2566 / 0.1434 Eh
* charge: +4
* ΔE to the lowest compared entry with this formula, charge and spin: 0.000 eV
* 2S+1: 5
* highest occupied orbital energy (spin up / spin down): -18.52 / -18.54 eV
* E: -4379.32647 a.u.